An isolated molecule of C5H11NO at a distorted geometry, computed with wB97M-V/def2-TZVPD.

Bonds (Å) are listed after each position.
Element x y z (Å)
1 C -0.481 1.206 -1.845  C2 1.540, H8 1.097, H9 1.089, H10 1.104
2 C -0.623 -0.283 -1.475  C1 1.540, N3 1.475, H11 1.099, H12 1.099
3 N 0.463 -0.644 -0.544  C2 1.475, C4 1.449, H13 1.011
4 C 0.056 -0.704 0.845  N3 1.449, C5 1.547, C6 1.550, H14 1.106
5 C 0.068 0.675 1.547  C4 1.547, H15 1.078, H16 1.091, H17 1.103
6 C 0.951 -1.694 1.633  C4 1.550, O7 1.202, H18 1.082
7 O 1.136 -1.575 2.815  C6 1.202
8 H -1.131 1.865 -2.433  C1 1.097
9 H -0.332 1.873 -0.998  C1 1.089
10 H 0.286 1.142 -2.637  C1 1.104
11 H -1.629 -0.449 -1.064  C2 1.099
12 H -0.691 -0.903 -2.380  C2 1.099
13 H 1.185 0.036 -0.744  N3 1.011
14 H -0.960 -1.129 0.946  C4 1.106
15 H 0.653 1.402 1.008  C5 1.078
16 H 0.544 0.623 2.527  C5 1.091
17 H -0.968 0.967 1.791  C5 1.103
18 H 1.472 -2.408 1.010  C6 1.082

The charge is 0. Its lowest unoccupied orbital energy is 1.0 eV. Its HOMO-LUMO gap is 10.05 eV. Its structure (SMILES) is CCN[C@H](C)C=O. The calculation puts the highest occupied orbital energy at -9.1 eV. The total energy is -327.04735 Ha.